The molecule C3H4N2O in a non-equilibrium geometry, computed with ωB97M-V/def2-TZVPD.

Results
Orbital gap   9.3 eV
Net charge   0
ΔE to the lowest compared entry with this formula, charge and spin   3.691 eV
E   -301.35159 Ha
LUMO level   0.3 eV

Atoms and positions in Å:
C (-2.1853, -0.3103, 0.0562)
C (0.5376, 0.4291, 0.0862)
C (1.8843, -0.0310, -0.0488)
N (-1.6968, 0.8715, -0.3854)
N (-0.4401, 0.9769, -0.2786)
O (-1.5931, -1.0252, 0.8220)
H (-3.2276, -0.3292, -0.1679)
H (2.5793, 0.7221, 0.3845)
H (1.8470, -0.9757, 0.5656)
H (2.2947, -0.3281, -1.0338)

=====

A cluster of 2 separate species, C3H4N2O in total, computed with ωB97M-V/def2-TZVPD.

Results
Orbital gap   9.4 eV
Net charge   0
ΔE to the lowest compared entry with this formula, charge and spin   4.637 eV
E   -301.31681 Ha
LUMO level   0.1 eV

Atoms and positions in Å:
O (-1.4343, 1.4798, -1.8957)
C (-0.9017, 0.4499, -1.7800)
N (0.8332, 1.2154, 0.6760)
C (0.5612, 0.0323, 1.0193)
C (0.2340, -1.2459, 0.6902)
N (-0.4891, -0.6911, -1.6173)
H (1.2281, 1.7726, 1.4282)
H (0.7743, -0.5126, 2.0443)
H (-0.7682, -1.5468, 1.0145)
H (0.4225, -0.9900, -1.9304)